Model one:
The following is a quantum chemistry calculation of a 2-piece molecular cluster, C2H3NO3 overall, from OMol25.

## Properties
HOMO-LUMO gap (spin up / spin down) = 0.3678 / 0.2853 Ha
Net charge = 0
HOMO energy (spin up / spin down) = -9.81 / -8.69 eV

```
9
C2H3NO3 (ωB97M-V/def2-TZVPD)
O -3.617 0.809 0.206
O -1.880 -0.515 -0.227
O 1.546 -0.889 0.809
N -2.975 -0.085 -0.203
C 1.548 0.502 0.318
C 0.755 -0.587 -0.332
H 2.477 0.673 -0.265
H 1.064 1.269 0.923
H 1.082 -1.178 -1.229
```

Model two:
The following is a quantum chemistry calculation of a 2-piece molecular cluster, C2H3NO3 overall, from OMol25.

## Properties
HOMO-LUMO gap = 0.4204 Ha
Net charge = 0
HOMO energy = -10.67 eV

```
9
C2H3NO3 (ωB97M-V/def2-TZVPD)
O -0.189 2.027 3.652
O 0.816 -0.155 -2.064
O -0.364 -0.108 -0.117
N 0.394 0.937 0.527
C -0.457 2.419 2.625
C -0.185 -0.378 -1.435
H 0.393 1.780 -0.086
H 1.325 0.515 0.528
H -0.910 -1.096 -1.801
```

Model three:
The following is a quantum chemistry calculation of one molecule with the formula C2H3NO3, from OMol25.

## Properties
HOMO-LUMO gap = 0.4039 Ha
Net charge = 0
HOMO energy = -10.39 eV
SMILES = O=CO/C=N\O

```
9
C2H3NO3 (ωB97M-V/def2-TZVPD)
O 0.464 -0.671 0.390
O -0.147 1.755 1.430
O -0.783 -1.758 -1.413
N 0.168 1.748 0.002
C -0.234 -1.748 -0.299
C 0.306 0.574 -0.442
H 0.176 2.662 1.513
H 0.122 0.049 -1.481
H -0.073 -2.610 0.299
```

Model four:
The following is a quantum chemistry calculation of one molecule with the formula C2H3NO3, from OMol25.

## Properties
HOMO-LUMO gap = 0.3593 Ha
Net charge = 0
HOMO energy = -10.09 eV
SMILES = O=C(O)/C=N\O

```
9
C2H3NO3 (ωB97M-V/def2-TZVPD)
O 1.524 0.481 -0.148
O -1.268 1.319 0.038
O -2.327 -0.662 -0.194
N 1.265 -0.714 -0.071
C 0.038 -0.885 0.219
C -1.229 0.027 0.163
H 2.557 0.792 0.189
H -0.292 1.602 -0.171
H -0.268 -1.959 -0.026
```

Which is most stable, and by how much? model two, by 26.0 kcal/mol.

Model one:
The following is a quantum chemistry calculation of one molecule with the formula C2H3NO3, from OMol25.

## Properties
HOMO-LUMO gap = 0.4156 Ha
Net charge = 0
HOMO energy = -11.13 eV
SMILES = O=[N+]([O-])[C@@H]1CO1

```
9
C2H3NO3 (ωB97M-V/def2-TZVPD)
O -1.657 0.979 -0.577
O 0.898 -1.069 0.344
O -1.987 -1.087 -0.302
N -1.312 -0.089 -0.186
C -0.018 -0.081 0.542
C 1.216 0.161 -0.291
H 2.011 0.873 0.243
H 1.208 0.168 -1.364
H -0.360 0.145 1.591
```

Model two:
The following is a quantum chemistry calculation of one molecule with the formula C2H3NO3, from OMol25.

## Properties
HOMO-LUMO gap = 0.4173 Ha
Net charge = 0
HOMO energy = -11.22 eV
SMILES = O=[N+]([O-])[C@@H]1CO1

```
9
C2H3NO3 (ωB97M-V/def2-TZVPD)
O -0.677 0.824 0.832
O 1.829 0.189 0.388
O 1.359 -1.880 0.380
N 1.037 -0.717 0.307
C -0.421 -0.368 0.250
C -0.607 0.833 -0.550
H 0.201 1.150 -1.076
H -1.214 -1.108 0.405
H -1.507 1.077 -0.935
```

Model three:
The following is a quantum chemistry calculation of one molecule with the formula C2H3NO3, from OMol25.

## Properties
HOMO-LUMO gap = 0.3991 Ha
Net charge = 0
HOMO energy = -10.21 eV
SMILES = O=CNOC=O

```
9
C2H3NO3 (ωB97M-V/def2-TZVPD)
O -0.564 -0.784 -0.057
O 2.460 0.782 -0.003
O -1.631 1.141 0.259
N 0.433 -0.612 0.859
C -1.626 0.108 -0.274
C 1.589 -0.063 -0.163
H 0.209 0.445 1.171
H 1.734 -0.656 -1.164
H -2.604 -0.360 -0.628
```

Which is most stable, and by how much? model three, by 27.2 kcal/mol.

Model one:
The following is a quantum chemistry calculation of one molecule with the formula C2H3NO3, from OMol25.

## Properties
HOMO-LUMO gap = 0.3845 Ha
Net charge = 0
HOMO energy = -10.16 eV
SMILES = O=CNOC=O

```
9
C2H3NO3 (ωB97M-V/def2-TZVPD)
O -0.721 1.729 -1.482
O 0.606 -1.956 1.745
O 0.083 0.782 0.451
N 0.161 -0.501 -0.101
C 0.572 -1.717 0.538
C -0.292 1.845 -0.293
H -0.619 -0.382 -1.012
H -0.668 2.774 0.209
H 0.878 -2.574 -0.054
```

Model two:
The following is a quantum chemistry calculation of one molecule with the formula C2H3NO3, from OMol25.

## Properties
HOMO-LUMO gap = 0.3680 Ha
Net charge = 0
HOMO energy = -11.18 eV
SMILES = CC(=O)[N+](=O)[O-]

```
9
C2H3NO3 (ωB97M-V/def2-TZVPD)
O 0.169 -0.232 -1.865
O 2.208 -0.192 -1.113
O 1.201 -0.098 1.423
N 0.999 -0.142 -0.967
C -1.022 0.091 0.539
C 0.464 -0.032 0.473
H -1.450 -0.545 -0.146
H -1.317 0.178 1.688
H -1.254 0.972 -0.031
```

Which is most stable, and by how much? model two, by 2.4 kcal/mol.

Model one:
The following is a quantum chemistry calculation of a 2-piece molecular cluster, C2H10NO overall, from OMol25.

## Properties
HOMO-LUMO gap = 0.4140 Ha
Net charge = +1
HOMO energy = -15.22 eV

```
14
C2H10NO (ωB97M-V/def2-TZVPD)
O 0.057 -0.487 0.269
N 1.243 -1.004 -2.034
C -0.067 0.775 0.966
C -1.577 0.978 1.273
H 2.093 -0.493 -2.269
H 0.343 1.585 0.363
H -1.907 -0.011 1.575
H -1.709 1.730 2.047
H -2.077 1.238 0.347
H 0.590 -0.667 -2.747
H 0.464 0.915 1.906
H 0.724 -1.024 0.725
H 1.518 -1.980 -1.949
H 0.598 -0.809 -1.163
```

Model two:
The following is a quantum chemistry calculation of a 2-piece molecular cluster, C2H10NO overall, from OMol25.

## Properties
HOMO-LUMO gap = 0.4142 Ha
Net charge = +1
HOMO energy = -14.93 eV

```
14
C2H10NO (ωB97M-V/def2-TZVPD)
O 1.066 -0.461 -3.092
N -0.533 -0.345 1.086
C -1.388 0.584 1.953
C 0.656 0.377 0.452
H -1.643 1.431 1.322
H 1.307 0.713 1.250
H -2.215 -0.051 2.223
H 1.423 -1.203 -2.577
H -0.721 0.907 2.759
H -1.084 -0.727 0.319
H -0.095 -1.085 1.633
H 1.133 -0.091 -0.417
H 0.163 1.201 -0.078
H 1.617 -0.603 -3.868
```

Which is most stable, and by how much? model two, by 1.7 kcal/mol.

Model one:
The following is a quantum chemistry calculation of a 2-piece molecular cluster, C2H10NO overall, from OMol25.

## Properties
HOMO-LUMO gap = 0.4176 Ha
Net charge = +1
HOMO energy = -14.99 eV

```
14
C2H10NO (ωB97M-V/def2-TZVPD)
O -0.352 0.497 -1.263
N -0.119 -1.313 0.713
C 0.700 1.212 -1.821
C -0.408 -0.411 1.963
H -1.408 0.273 1.770
H 0.357 -2.198 0.828
H 1.028 0.563 -2.726
H 0.175 2.002 -2.395
H 1.539 1.254 -1.065
H -0.460 -1.020 2.872
H 0.493 0.243 2.079
H -1.140 1.070 -0.953
H -0.871 -1.536 0.070
H 0.465 -0.633 -0.071
```

Model two:
The following is a quantum chemistry calculation of a 2-piece molecular cluster, C2H10NO overall, from OMol25.

## Properties
HOMO-LUMO gap = 0.4851 Ha
Net charge = +1
HOMO energy = -16.58 eV

```
14
C2H10NO (ωB97M-V/def2-TZVPD)
O -0.592 -2.075 0.854
N 0.446 0.322 -0.179
C 0.010 0.729 -1.571
C 0.243 1.361 0.855
H 0.245 -0.087 -2.228
H -0.592 1.064 1.482
H -0.066 -0.546 0.050
H -0.101 2.286 0.387
H -1.044 0.955 -1.541
H -0.104 -2.908 0.744
H 1.419 0.057 -0.298
H -1.435 -2.218 0.397
H 1.141 1.451 1.451
H 0.522 1.640 -1.824
```

Model three:
The following is a quantum chemistry calculation of a 2-piece molecular cluster, C2H10NO overall, from OMol25.

## Properties
HOMO-LUMO gap = 0.4180 Ha
Net charge = +1
HOMO energy = -15.31 eV

```
14
C2H10NO (ωB97M-V/def2-TZVPD)
O -0.688 -0.482 0.679
N 0.479 1.803 1.431
C -0.115 -0.340 -0.670
C -0.418 -1.592 -1.473
H 1.415 1.710 0.963
H 0.567 1.847 2.487
H -0.133 -1.421 -2.528
H -0.467 0.636 -1.035
H -0.240 -1.283 1.002
H 0.037 2.671 1.073
H 0.158 -2.460 -1.090
H -0.072 0.941 1.160
H 0.982 -0.324 -0.582
H -1.506 -1.706 -1.417
```

Which is most stable, and by how much? model two, by 8.7 kcal/mol.

Model one:
The following is a quantum chemistry calculation of a 2-piece molecular cluster, C9H14 overall, from OMol25.

## Properties
HOMO-LUMO gap = 0.3675 Ha
Net charge = 0
HOMO energy = -9.01 eV
SMILES = Cc1ccccc1.CC

```
23
C9H14 (ωB97M-V/def2-TZVPD)
C 1.493 0.457 0.185
C -2.563 -0.294 -2.742
C -2.130 1.182 -2.613
C 0.649 -1.694 1.679
C -0.236 1.969 1.097
C -0.028 -0.494 1.715
C 1.735 -1.812 0.829
C 0.416 0.640 1.046
C 2.201 -0.738 0.101
H -0.888 -0.313 2.357
H -2.922 -0.380 -3.774
H -3.473 -0.553 -2.221
H -2.495 1.480 -1.607
H 0.309 2.627 1.840
H 2.266 -2.757 0.749
H -2.568 1.820 -3.339
H -0.378 2.604 0.229
H -1.756 -1.011 -2.556
H 1.868 1.363 -0.303
H 0.218 -2.427 2.366
H -1.038 1.184 -2.539
H -1.080 1.948 1.828
H 3.118 -0.819 -0.514
```

Model two:
The following is a quantum chemistry calculation of a 2-piece molecular cluster, C9H14 overall, from OMol25.

## Properties
HOMO-LUMO gap = 0.3681 Ha
Net charge = 0
HOMO energy = -8.99 eV
SMILES = Cc1ccccc1.CC

```
23
C9H14 (ωB97M-V/def2-TZVPD)
C 1.115 0.142 1.574
C 2.717 0.401 -0.221
C 3.530 -0.028 2.135
C 2.432 0.135 1.112
C 1.644 0.503 -1.110
C -2.861 -0.277 -1.200
C 0.073 0.454 0.714
C 0.343 0.540 -0.646
C -4.314 -0.783 -1.331
H 0.959 0.037 2.643
H -2.449 -0.164 -2.206
H 3.557 -1.061 2.496
H -2.215 -0.958 -0.652
H -4.528 -1.628 -0.690
H -0.870 0.748 1.152
H 1.849 0.402 -2.173
H 3.729 0.426 -0.599
H 3.427 0.646 2.978
H -5.021 0.031 -1.209
H -0.448 0.623 -1.374
H -4.473 -1.032 -2.383
H -2.730 0.709 -0.767
H 4.538 0.134 1.757
```

Model three:
The following is a quantum chemistry calculation of a 2-piece molecular cluster, C9H14 overall, from OMol25.

## Properties
HOMO-LUMO gap = 0.3638 Ha
Net charge = 0
HOMO energy = -8.87 eV
SMILES = Cc1ccccc1.CC

```
23
C9H14 (ωB97M-V/def2-TZVPD)
C -1.384 0.242 -0.777
C -0.256 -1.441 -2.076
C 1.435 1.806 2.543
C 1.174 0.118 -0.716
C -0.207 -0.358 -1.112
C -2.638 -0.167 -1.271
C 1.715 0.416 3.003
C -1.454 -1.887 -2.545
C -2.663 -1.248 -2.168
H 1.116 2.445 3.328
H -1.516 -2.617 -3.364
H -3.557 -1.727 -2.459
H 0.786 0.217 3.632
H -3.571 0.266 -1.011
H 1.268 1.181 -1.063
H 2.352 2.259 2.161
H 1.275 0.038 0.449
H 0.588 1.904 1.729
H 1.945 -0.529 -1.248
H 2.634 0.207 3.657
H 1.799 -0.217 1.994
H 0.576 -1.925 -2.491
H -1.417 1.017 -0.198
```

Model four:
The following is a quantum chemistry calculation of a 2-piece molecular cluster, C9H14 overall, from OMol25.

## Properties
HOMO-LUMO gap = 0.3632 Ha
Net charge = 0
HOMO energy = -8.93 eV
SMILES = Cc1ccccc1.CC

```
23
C9H14 (ωB97M-V/def2-TZVPD)
C 2.097 -0.961 0.267
C -3.024 1.682 -1.598
C 1.048 -2.875 1.174
C 1.426 1.368 0.983
C 0.396 -0.695 1.983
C 1.297 -0.130 0.973
C 0.147 -2.088 1.876
C 1.900 -2.392 0.270
C -1.597 1.625 -2.240
H 2.898 -0.554 -0.414
H -3.264 0.657 -1.315
H -1.237 0.554 -2.454
H -0.089 -0.011 2.606
H 0.830 1.694 1.708
H -0.781 -2.511 2.392
H -3.614 2.010 -2.520
H -1.570 1.929 -3.329
H -0.922 2.026 -1.541
H 2.444 1.653 0.959
H 0.993 -3.933 1.399
H 2.532 -3.060 -0.398
H 1.189 1.639 -0.012
H -3.098 2.372 -0.771
```

Which is most stable, and by how much? model two, by 10.3 kcal/mol.